# 1
{
  "formula": "C3H5NOS2",
  "method": "ωB97M-V/def2-TZVPD",
  "e_lumo_ev": [0.6, -2.9],
  "homo_energy_ev": [-6.27, -8.92],
  "multiplicity": 3,
  "elements": ["C", "C", "C", "N", "O", "S", "S", "H", "H", "H", "H", "H"],
  "coordinates": [[1.826286, -0.514780, -0.265933], [2.966068, 0.153293, -0.406214], [-2.501555, 1.128127, -0.100036], [0.750762, -1.111186, -0.049063], [-1.373087, 1.414299, 0.576000], [0.109899, -2.558350, 0.390823], [-2.998481, -0.367479, -0.268568], [3.223532, 0.632884, -1.383605], [3.242177, 0.600337, 0.569402], [-3.100414, 1.972504, -0.419545], [-0.880119, 0.686345, 1.006048], [-1.265065, -2.035999, 0.350689]],
  "forces_ev_per_angstrom": [[-2.01, -2.13, 0.31], [-1.24, 0.80, 0.11], [0.62, 3.40, 0.02], [2.74, 2.92, -0.53], [1.54, 0.74, 0.98], [-2.00, 0.39, -0.18], [-1.56, -4.26, -0.54], [0.03, -0.79, 1.12], [0.38, -0.14, -0.89], [0.16, -0.02, 0.12], [-0.72, 0.15, -0.65], [2.07, -1.06, 0.11]]
}



# 2
{
  "formula": "C4H15N2O4",
  "method": "ωB97M-V/def2-TZVPD",
  "e_lumo_ev": [0.5, 0.3],
  "homo_energy_ev": [-2.64, -10.36],
  "multiplicity": 2,
  "elements": ["C", "O", "C", "C", "C", "N", "O", "N", "H", "H", "H", "H", "H", "H", "H", "H", "H", "H", "H", "H", "H", "O", "H", "H", "O"],
  "coordinates": [[-1.427933, -0.159154, 1.733842], [-2.598161, -0.476408, 1.237928], [-0.296628, -0.738484, 0.834564], [0.976062, -0.038089, 1.161845], [2.269433, 0.134919, 0.418258], [3.417825, 0.001165, 1.113244], [2.299159, 0.342400, -0.794347], [-0.537047, -0.674056, -0.664279], [-1.272946, 0.913448, 2.000797], [-1.163363, -0.866890, 2.582473], [-3.211829, 0.224091, 0.971292], [-0.054424, -1.889055, 0.939803], [0.744994, 0.959173, 1.835868], [1.361112, -0.473151, 2.175873], [4.148486, 0.083455, 0.560803], [3.519645, 0.286447, 2.069659], [-1.160042, 0.200458, -0.939617], [-1.116639, -1.435148, -1.107424], [0.297263, -0.682554, -1.286277], [0.650873, -0.410067, -3.985767], [-0.767083, -0.981540, -3.793331], [0.055002, -0.730271, -3.374915], [-2.769904, 1.988777, -1.499931], [-1.386940, 2.557424, -1.209588], [-1.976915, 1.863111, -0.980773]],
  "forces_ev_per_angstrom": [[3.65, -1.11, 1.17], [-3.92, -1.17, -1.13], [1.53, -1.73, -2.23], [1.55, 2.28, 6.28], [-1.28, 0.21, -2.00], [-3.57, -0.43, 3.04], [-0.14, -0.47, 0.66], [-2.02, 1.57, -1.36], [0.03, -0.83, -0.32], [-0.84, 1.34, 0.24], [0.58, 0.21, 0.06], [-1.08, 2.14, 0.39], [0.40, -1.38, -2.58], [-0.71, -0.37, -1.59], [4.50, 0.70, -2.94], [-0.18, -0.21, 0.17], [1.39, -1.08, 0.48], [0.12, 0.05, 0.93], [-0.11, 0.49, 0.59], [1.82, 1.08, -2.30], [-0.30, 0.01, -0.44], [-1.49, -1.10, 2.78], [-0.63, 0.03, -0.51], [0.99, 1.23, -0.49], [-0.28, -1.45, 1.10]]
}



# 3
{
  "formula": "C22H21ClCoF3NO5S2",
  "method": "ωB97M-V/def2-TZVPD",
  "e_lumo_ev": [-3.7, -3.7],
  "homo_energy_ev": [-11.69, -11.69],
  "total_charge": 1,
  "elements": ["Co", "F", "C", "F", "F", "C", "C", "C", "C", "N", "C", "S", "H", "H", "H", "C", "S", "O", "C", "C", "C", "C", "C", "C", "H", "H", "H", "H", "H", "H", "H", "H", "C", "C", "C", "C", "Cl", "C", "C", "C", "O", "C", "C", "O", "O", "H", "H", "H", "H", "H", "H", "H", "H", "O", "H", "H"],
  "coordinates": [[-0.137131, 0.451115, 0.121558], [0.987560, 4.756893, -1.937585], [1.169009, 5.190786, -0.686017], [0.102589, 5.935040, -0.358101], [2.238700, 5.992182, -0.678771], [1.340553, 4.051211, 0.284141], [2.118061, 4.207414, 1.418716], [2.246588, 3.170125, 2.335322], [1.569645, 1.993932, 2.099656], [0.801180, 1.856913, 1.020496], [0.690921, 2.834130, 0.102619], [-0.295848, 2.210718, -1.190630], [2.636401, 5.143170, 1.580825], [2.860515, 3.276362, 3.216726], [1.604671, 1.154241, 2.782959], [-2.230741, -2.103301, -2.915619], [-1.360454, -0.590362, -2.539717], [-1.204579, -0.728625, -1.001973], [0.168049, -0.883411, -3.366139], [0.508416, 0.048887, -4.338750], [1.682263, -0.132506, -5.053464], [2.499567, -1.217093, -4.770427], [2.154390, -2.130229, -3.781180], [0.975970, -1.972035, -3.076706], [-1.656241, -2.946930, -2.538780], [-2.333671, -2.161089, -3.997946], [-3.209112, -2.053238, -2.442483], [-0.130197, 0.902836, -4.527241], [1.962678, 0.578056, -5.818593], [3.422277, -1.348556, -5.319755], [2.807892, -2.957865, -3.545147], [0.717998, -2.668810, -2.292567], [-1.159229, 0.170904, 4.102829], [-1.675235, -0.947850, 3.228646], [-2.846182, -1.628156, 3.549738], [-3.260494, -2.713359, 2.795199], [-4.712365, -3.541668, 3.227035], [-2.518197, -3.153033, 1.708425], [-1.364274, -2.473726, 1.360124], [-0.968911, -1.379517, 2.106867], [0.159397, -0.630752, 1.750129], [1.386791, -1.387857, 1.627076], [1.774285, -1.442656, 0.158116], [2.373117, -2.378050, -0.316790], [1.436699, -0.349232, -0.442202], [-1.878453, 0.404061, 4.884715], [-0.948183, 1.092570, 3.555179], [-0.224358, -0.124260, 4.580321], [-3.425718, -1.325626, 4.411944], [-2.845550, -4.012987, 1.140955], [-0.781849, -2.789309, 0.505998], [1.296532, -2.374873, 2.072271], [2.149884, -0.820034, 2.161539], [-1.924597, 0.880322, 0.964532], [-2.613923, 0.678547, 0.317948], [-2.137104, 0.386581, 1.763979]],
  "forces_ev_per_angstrom": [[-0.34, 0.26, 0.68], [0.02, -0.01, -0.04], [0.00, -0.02, 0.00], [-0.05, 0.02, 0.01], [0.04, 0.04, 0.02], [-0.01, 0.03, 0.08], [-0.01, 0.01, -0.08], [0.00, -0.02, 0.05], [-0.15, -0.01, 0.10], [0.10, 0.24, -0.42], [-0.06, -0.21, 0.04], [0.25, 0.15, -0.32], [0.00, 0.00, 0.00], [0.00, 0.00, 0.00], [0.02, 0.10, -0.04], [0.02, 0.04, 0.04], [-0.13, 0.12, -0.05], [0.22, -0.39, 0.04], [-0.02, 0.04, 0.05], [0.01, 0.02, 0.04], [0.00, 0.00, 0.00], [0.02, 0.02, -0.02], [-0.02, -0.02, 0.04], [0.03, -0.05, -0.01], [0.01, -0.01, 0.00], [0.00, 0.01, 0.00], [0.01, 0.01, 0.00], [0.00, 0.00, 0.00], [0.00, 0.00, 0.00], [0.00, 0.00, 0.00], [0.01, 0.00, 0.00], [0.00, -0.02, 0.05], [0.00, 0.03, -0.04], [0.20, -0.03, 0.19], [-0.01, -0.01, 0.03], [-0.03, -0.05, -0.03], [0.01, 0.01, -0.01], [-0.04, 0.01, 0.03], [0.06, -0.02, -0.02], [-0.12, -0.43, 0.58], [-0.31, -0.84, 0.17], [0.47, -0.37, 0.18], [0.10, -0.22, 0.44], [0.00, 0.15, 0.07], [-0.13, 0.79, -1.27], [0.01, -0.01, 0.00], [-0.07, -0.05, -0.07], [0.01, -0.05, 0.04], [0.00, 0.01, -0.01], [0.00, 0.00, 0.01], [0.02, 0.00, -0.02], [-0.19, 0.04, 0.01], [0.05, -0.11, -0.02], [0.11, 1.00, -0.69], [0.01, 0.03, -0.02], [-0.15, -0.23, 0.20]]
}



# 4
{
  "formula": "CNO2S2",
  "method": "ωB97M-V/def2-TZVPD",
  "e_lumo_ev": 3.0,
  "homo_energy_ev": -4.01,
  "total_charge": -1,
  "elements": ["C", "N", "O", "O", "S", "S"],
  "coordinates": [[1.721829, -0.220197, 0.178702], [0.933683, -1.023660, 0.507860], [-1.975037, -0.261688, -1.295371], [-2.142772, 0.571792, 0.972809], [2.747630, 0.928858, -0.316418], [-1.285333, 0.004893, -0.047582]],
  "forces_ev_per_angstrom": [[-0.70, -1.08, 0.39], [1.03, -0.39, 0.25], [0.33, -0.30, 0.37], [0.30, -0.40, 0.06], [0.66, 0.83, -0.33], [-1.61, 1.35, -0.75]]
}



# 5
{
  "formula": "C9H14",
  "method": "ωB97M-V/def2-TZVPD",
  "e_lumo_ev": 1.0,
  "homo_energy_ev": -9.02,
  "elements": ["C", "C", "C", "C", "C", "C", "C", "H", "H", "H", "H", "H", "H", "H", "H", "C", "C", "H", "H", "H", "H", "H", "H"],
  "coordinates": [[2.323833, 0.701606, 0.948168], [0.985591, 0.220676, 1.451721], [0.947602, -0.617393, 2.567044], [-0.266302, -1.215981, 2.872451], [-1.401576, -1.012900, 2.114094], [-1.323946, -0.180568, 1.020011], [-0.132911, 0.423344, 0.644175], [2.752455, 0.011609, 0.213378], [3.063645, 0.744914, 1.741650], [2.311371, 1.625688, 0.380398], [1.906048, -0.772443, 3.042620], [-0.289279, -1.867656, 3.745543], [-2.292129, -1.587137, 2.301611], [-2.189061, -0.055271, 0.369167], [-0.033635, 0.910267, -0.316988], [-0.931457, 1.083280, -2.799874], [-0.635807, -0.407701, -3.015069], [-1.354757, 1.244115, -1.811023], [-0.049520, 1.679317, -2.995314], [-1.775806, 1.423582, -3.389674], [-1.283121, -1.031930, -2.413110], [0.352774, -0.627853, -2.605707], [-0.684013, -0.691566, -4.065274]],
  "forces_ev_per_angstrom": [[0.44, -0.31, -0.31], [0.80, -0.05, -1.00], [-0.58, 0.87, -1.12], [0.70, -0.56, 1.25], [0.28, -0.09, -0.02], [-0.44, 0.29, -1.10], [0.07, -0.58, 0.81], [-0.21, -0.35, 0.12], [0.04, 0.29, 0.16], [-0.28, 0.44, 0.34], [-0.29, -0.30, 0.55], [-0.19, -0.03, -0.23], [-0.25, 0.11, 0.23], [0.06, -0.05, 0.17], [-0.04, 0.29, 0.26], [-0.87, -0.63, 0.05], [0.37, 0.41, 0.48], [0.61, 0.15, 0.36], [-0.04, 0.35, 0.10], [0.14, 0.07, -0.70], [-0.49, -0.16, -0.16], [0.14, -0.05, -0.32], [0.07, -0.10, 0.09]]
}



E_tot: -1043.45513, -571.70496, -4220.65220, -1039.78117, -351.31386 (Eh)
Relative energy (zero: lowest compared OMol25 entry of this formula, charge and spin): 67.7, 37.2, 23.4, 12.0, 10.2 (kcal per mole)
Max |F|: 4.57, 6.86, 1.50, 2.23, 1.54 (eV/A)